C43H48ClMoN4OSi | the ωB97M-V functional and the def2-TZVPD basis

As for the spin multiplicity: 3. Its energy relative to the best compared isomer or geometry (same formula, charge and spin) is 50.0 kcal/mol. The calculation puts the maximum force at 0.6 eV/Å. Its net charge is +1. Its LUMO energy (spin up / spin down) is -0.141 / -0.145 Ha. The expectation value of S² is 2.039. The value obtained for the HOMO energy (spin up / spin down) is -10.1 / -10.4 eV. As for the frontier orbital gap (spin up / spin down): 6.238 / 6.433 eV. The molar mass is 796.4 g mol⁻¹. The total energy comes out at -75630.66784 eV.

Structure (XYZ):
```
99
Properties=species:S:1:pos:R:3:forces:R:3:lowdin_spin:R:1
Mo -0.136646 0.300516 -0.724794 0.1274 -0.0354 0.2643 1.81
Cl -0.443786 3.428208 6.361073 -0.0010 0.0216 0.0125 0.00
C -0.424375 2.833111 4.734054 0.0193 -0.1011 0.0899 0.01
C -0.584050 3.721218 3.672816 -0.0096 0.0367 -0.0848 0.00
C -0.575413 3.261033 2.373247 0.0503 -0.0802 0.0856 0.01
C -0.388958 1.895937 2.104296 0.1468 0.1011 0.1947 0.00
O -0.372868 1.479287 0.863620 -0.3955 -0.2366 -0.3081 0.08
C -0.233136 1.004531 3.185674 -0.0560 0.2469 -0.0513 0.01
C -0.167028 -0.414637 2.961787 0.1104 -0.0205 -0.1020 0.00
N -0.009178 -0.949015 1.808655 -0.0167 -0.0587 0.0918 0.03
C -0.103097 -2.345390 1.728346 0.0935 0.0080 -0.0218 0.00
C 0.486431 -3.228997 2.591213 -0.0478 -0.0391 -0.0514 0.00
C 0.298149 -4.618377 2.427651 -0.0131 -0.0052 0.0113 0.00
C -0.487648 -5.096927 1.421557 -0.0157 -0.0168 0.0059 0.00
C -1.095165 -4.204000 0.503854 0.0149 -0.0165 -0.0063 0.00
C -1.933559 -4.637599 -0.544451 -0.0183 0.0645 0.0057 0.00
C -2.475797 -3.711157 -1.389519 0.0325 0.0187 0.0392 0.00
C -2.126402 -2.360901 -1.222941 -0.0194 -0.0009 -0.0371 0.00
N -1.340266 -1.912330 -0.268836 -0.2159 0.2234 -0.0680 0.01
C -0.863903 -2.820061 0.630468 0.0537 -0.0949 0.0453 0.00
C -0.266714 1.486486 4.499911 -0.0324 0.1434 -0.0787 0.00
H -0.720651 4.774561 3.877043 0.0015 -0.0007 0.0152 0.00
H -0.708022 3.941233 1.542131 -0.0048 -0.0108 -0.0308 0.00
H -0.312056 -1.039323 3.848119 -0.0212 -0.0769 -0.0330 0.00
H 1.107504 -2.862991 3.399276 -0.0045 0.0196 -0.0070 0.00
H 0.773330 -5.299897 3.120069 -0.0029 -0.0086 -0.0049 0.00
H -0.660480 -6.159117 1.305381 0.0144 -0.0028 0.0091 0.00
H -2.142596 -5.694466 -0.653605 -0.0026 -0.0024 -0.0315 0.00
H -3.138791 -3.987824 -2.196730 -0.0048 -0.0275 0.0058 0.00
H -2.485216 -1.633390 -1.939835 -0.0001 -0.0466 0.0623 0.00
H -0.169508 0.803283 5.334015 0.0014 -0.0293 -0.0110 0.00
C 0.384167 0.796935 -4.881228 -0.0910 -0.0843 0.0056 0.00
Si -0.485477 -0.632685 -4.041054 0.1816 -0.0451 -0.0160 0.00
C -0.262952 -2.157730 -5.112247 -0.0623 0.1563 -0.0575 0.00
C -2.338987 -0.282601 -4.052011 0.0623 -0.0263 -0.0734 0.00
N 0.128584 -0.843737 -2.384654 -0.2249 0.1909 0.0021 0.00
C 1.097144 -1.732819 -1.935658 0.0488 -0.2662 -0.0737 0.02
C 1.701100 -1.449717 -0.701133 0.2709 0.3534 0.3716 0.01
C 2.653783 -2.259424 -0.099405 -0.1323 -0.1947 -0.0749 0.00
C 3.040896 -3.425569 -0.735604 -0.0124 0.0415 0.0501 0.00
C 2.451162 -3.743697 -1.954096 0.0066 -0.0203 -0.0205 0.01
C 1.497528 -2.931948 -2.544244 -0.0200 -0.0216 0.0502 0.00
H 0.067734 0.815531 -5.928251 -0.0211 0.0070 0.0067 0.00
H 1.468112 0.688255 -4.872463 0.0020 -0.0474 -0.0127 0.00
H 0.127242 1.763519 -4.444721 0.0121 0.0009 0.0422 0.00
H -0.804729 -1.963196 -6.043212 -0.0059 0.0140 0.0129 0.00
H -0.693314 -3.061389 -4.676926 -0.0090 0.0099 0.0212 0.00
H 0.773530 -2.351708 -5.387321 0.0294 -0.0089 0.0250 0.00
H -2.540457 0.509539 -4.777213 0.0154 -0.0149 -0.0279 0.00
H -2.783301 0.046840 -3.119227 -0.0171 0.0611 0.0982 0.00
H -2.887838 -1.168101 -4.381717 0.0183 -0.0179 0.0146 0.00
H 1.565417 -0.529211 -0.072504 0.0751 -0.1210 -0.3831 0.00
H 3.073689 -1.967574 0.854351 0.0386 -0.0208 -0.0045 0.00
H 3.784943 -4.075988 -0.298027 0.0075 0.0159 0.0139 0.00
H 2.740340 -4.654043 -2.463901 0.0024 -0.0026 0.0070 0.00
H 1.065326 -3.239768 -3.480670 -0.0198 0.0354 0.0192 0.00
C -1.752584 6.033129 -3.014769 -0.0040 0.0330 -0.0143 0.00
C -1.743982 4.624014 -2.490310 -0.0325 0.0300 -0.0032 0.00
C -2.934065 3.991697 -2.151727 0.0026 -0.0214 0.0196 -0.01
C -2.928287 2.676581 -1.709357 0.1888 0.1253 0.0027 0.00
C -4.184610 1.965901 -1.303788 -0.0781 -0.0246 -0.0035 0.00
C -1.697523 2.039616 -1.641549 -0.2200 -0.5872 0.0558 0.00
C -0.452727 2.648091 -1.890416 -0.0380 0.1661 -0.0669 0.02
C -0.523585 3.971134 -2.346875 0.0923 -0.1489 0.0642 -0.01
N 0.657996 1.837112 -1.610799 0.0695 0.2557 0.1716 -0.06
C 2.102215 2.232957 -1.479906 0.0168 0.0329 -0.0916 0.00
C 2.441507 3.647252 -1.978966 -0.1194 0.0020 -0.0165 0.00
C 3.939543 3.939599 -1.821873 0.0213 0.0059 -0.0040 0.00
C 4.321448 3.856770 -0.345232 0.0160 0.0260 0.0275 0.00
C 4.008080 2.452681 0.167538 -0.0113 -0.0002 0.0419 0.00
C 4.803419 1.416481 -0.630511 0.0206 -0.0097 0.0088 0.00
C 4.442941 1.525267 -2.113932 -0.0172 -0.0377 -0.0178 0.00
C 4.758513 2.929906 -2.623228 0.0227 0.0060 -0.0306 0.00
C 2.947806 1.246535 -2.298891 0.0487 -0.0179 0.0468 0.00
C 2.509889 2.177813 0.006319 -0.0090 -0.0439 -0.0173 0.00
H -2.759821 6.444757 -3.028880 -0.0003 -0.0014 0.0007 0.00
H -1.358490 6.067820 -4.031664 -0.0005 -0.0007 0.0009 0.00
H -1.128286 6.682693 -2.400061 0.0028 -0.0035 0.0012 0.00
H -3.873244 4.521424 -2.251184 -0.0091 -0.0061 0.0086 0.00
H -5.066423 2.514378 -1.628731 0.0022 -0.0014 0.0015 0.00
H -4.231585 1.865811 -0.217532 0.0034 0.0083 -0.0009 0.00
H -4.240450 0.961633 -1.728681 0.0116 -0.0050 -0.0040 0.00
H -1.862274 0.940538 -1.454044 0.0804 0.1790 -0.1288 0.01
H 0.360004 4.516723 -2.616396 0.0182 0.0050 -0.0052 0.00
H 1.885273 4.387883 -1.401112 0.0192 -0.0042 -0.0033 0.00
H 2.169055 3.740616 -3.033073 -0.0162 0.0076 -0.0177 0.00
H 4.129303 4.949008 -2.194619 -0.0231 -0.0051 -0.0059 0.00
H 3.764594 4.599771 0.233776 0.0022 0.0024 -0.0053 0.00
H 5.384097 4.079199 -0.218743 0.0015 -0.0110 -0.0007 0.00
H 4.260852 2.380856 1.228426 0.0057 -0.0074 -0.0064 0.00
H 4.583140 0.407780 -0.264281 -0.0016 -0.0013 -0.0038 0.00
H 5.875009 1.581685 -0.491986 0.0006 0.0003 0.0013 0.00
H 5.006967 0.785740 -2.687531 0.0058 0.0003 0.0125 0.00
H 4.518053 3.005216 -3.688008 -0.0030 0.0038 0.0012 0.00
H 5.825013 3.145196 -2.517468 -0.0005 -0.0049 0.0067 0.00
H 2.735052 0.219559 -2.002613 0.0146 0.0603 -0.0300 0.00
H 2.676415 1.344084 -3.351076 -0.0003 0.0201 0.0024 0.00
H 1.917089 2.901796 0.571709 -0.0037 0.0231 -0.0091 0.00
H 2.293184 1.196933 0.440442 -0.0186 -0.0164 0.0035 0.00
```
Positions in Å, forces in eV/Å.